# 1
Molecular formula: C37H45BrN15O2S5Sc
Method: DFT, ωB97M-V/def2-TZVPD

The geometry in XYZ format:
```
106
Properties=species:S:1:pos:R:3
Sc 0.273 -0.362 1.087
N -1.706 -3.512 0.465
C -1.518 -3.157 1.758
N -0.675 -2.235 2.148
C -0.610 -2.175 3.528
C -1.464 -3.013 4.174
S -2.376 -3.947 3.055
C 0.353 -1.277 4.138
C 0.672 -1.226 5.459
S 1.884 -0.042 5.756
C 1.909 0.307 4.048
N 1.066 -0.401 3.331
N 2.811 1.170 3.539
H -0.911 -3.378 -0.145
H -2.256 -4.339 0.290
H -1.619 -3.125 5.226
H 0.254 -1.786 6.269
H 3.258 1.804 4.183
H 2.611 1.537 2.611
N 5.109 1.945 -4.329
C 3.903 2.336 -3.897
S 3.317 3.841 -4.227
C 3.118 1.455 -3.022
C 1.724 1.535 -3.017
C 1.001 0.770 -2.124
N 1.558 -0.045 -1.219
C 2.891 -0.129 -1.239
C 3.702 0.572 -2.112
H 5.623 2.584 -4.920
H 5.436 0.996 -4.259
H 1.218 2.189 -3.711
H -0.082 0.818 -2.127
H 3.335 -0.820 -0.534
H 4.774 0.458 -2.061
C -0.756 -1.996 -2.530
C -1.704 -1.259 -1.654
N -1.438 -0.773 -0.445
C -2.636 -0.278 0.029
C -3.605 -0.472 -0.901
N -3.006 -1.090 -1.962
C -3.711 -1.460 -3.179
N -4.599 -0.419 -3.572
N -5.784 -0.231 -2.934
N -6.390 0.758 -3.414
C -5.646 1.305 -4.419
C -5.879 2.392 -5.260
C -4.898 2.693 -6.176
C -3.707 1.959 -6.255
C -3.457 0.880 -5.435
C -4.451 0.552 -4.525
H 0.199 -2.101 -2.016
H -0.586 -1.474 -3.472
H -1.147 -2.987 -2.765
H -2.731 0.162 1.007
H -4.649 -0.230 -0.912
H -4.295 -2.370 -2.989
H -2.981 -1.635 -3.974
H -6.790 2.958 -5.178
H -5.038 3.518 -6.856
H -2.960 2.250 -6.979
H -2.536 0.320 -5.510
Br 0.933 6.592 -3.468
C 0.811 5.251 -2.140
C -0.415 4.641 -1.896
C -0.495 3.646 -0.945
C 0.650 3.235 -0.255
C 1.870 3.864 -0.503
C 1.950 4.879 -1.433
C 0.577 2.043 0.601
O 1.618 1.423 0.982
O -0.548 1.539 0.883
H -1.289 4.951 -2.450
H -1.438 3.159 -0.744
H 2.749 3.543 0.035
H 2.887 5.375 -1.631
C 3.170 -6.099 1.263
C 2.452 -5.237 2.294
N 3.208 -4.044 2.617
C 3.027 -2.863 2.038
S 1.923 -2.674 0.760
N 3.724 -1.787 2.431
C 4.884 -1.772 3.309
C 6.158 -2.184 2.569
H 2.579 -6.983 1.046
H 4.142 -6.424 1.625
H 3.308 -5.537 0.342
H 2.288 -5.794 3.220
H 1.487 -4.918 1.896
H 3.983 -4.167 3.253
H 3.545 -0.943 1.900
H 4.699 -2.425 4.168
H 4.988 -0.753 3.689
H 6.067 -3.184 2.150
H 7.006 -2.177 3.247
H 6.369 -1.492 1.757
C -4.995 2.992 4.453
N -4.103 1.863 4.315
C -3.064 1.771 3.486
N -2.748 2.787 2.676
S -2.161 0.353 3.465
H -5.823 2.703 5.093
H -5.404 3.291 3.488
H -4.494 3.849 4.907
H -4.279 1.051 4.885
H -3.227 3.670 2.732
H -1.971 2.671 2.041
```

## Properties
HOMO energy   -12.3207 eV
E_LUMO   -4.8 eV
Charge   +2
Relative energy (zero: lowest compared OMol25 entry of this formula, charge and spin)   0.894 eV



# 2
Molecular formula: C37H45FN4O2P2PdS2
Method: DFT, ωB97M-V/def2-TZVPD

The geometry in XYZ format:
```
94
Properties=species:S:1:pos:R:3
Pd -0.496 0.006 -1.293
C 0.834 -3.069 4.324
C 1.146 -2.328 3.018
C 2.648 -2.407 2.719
C 0.724 -0.872 3.081
C 1.260 -0.079 4.085
C 0.971 1.269 4.188
C 0.176 1.876 3.228
C -0.355 1.146 2.184
C -1.257 1.753 1.145
C -2.714 1.359 1.433
C -1.178 3.265 0.963
C -0.136 -0.263 2.130
N -0.767 -0.952 1.114
C -1.500 -2.051 1.417
C -1.966 -2.297 2.737
C -2.789 -3.357 3.039
C -3.205 -4.243 2.053
C -2.803 -4.036 0.740
C -1.991 -2.971 0.450
F -1.652 -2.810 -0.822
H 1.013 -4.139 4.207
H -0.205 -2.932 4.624
H 1.471 -2.709 5.133
H 0.622 -2.829 2.206
H 3.226 -1.926 3.510
H 2.879 -1.911 1.778
H 2.968 -3.449 2.647
H 1.925 -0.523 4.815
H 1.373 1.843 5.013
H -0.043 2.934 3.305
H -0.930 1.290 0.184
H -3.063 1.902 2.315
H -2.820 0.294 1.628
H -3.357 1.603 0.587
H -1.347 3.803 1.898
H -1.954 3.573 0.260
H -0.228 3.570 0.525
H -1.683 -1.589 3.505
H -3.120 -3.498 4.060
H -3.838 -5.084 2.300
H -3.118 -4.694 -0.059
C -0.006 -0.342 -5.420
P -0.488 -0.866 -3.715
C 0.023 -2.629 -3.827
C -2.319 -0.945 -3.890
C -2.952 -2.005 -4.529
C -4.335 -2.103 -4.556
C -5.103 -1.117 -3.961
C -4.486 -0.041 -3.340
C -3.096 0.063 -3.294
P -2.275 1.344 -2.266
C -3.639 2.569 -2.018
C -1.242 2.368 -3.410
H -0.300 -1.102 -6.144
H 1.075 -0.205 -5.452
H -0.478 0.598 -5.693
H -0.173 -3.049 -4.813
H -0.492 -3.208 -3.064
H 1.095 -2.679 -3.632
H -2.358 -2.780 -4.997
H -4.808 -2.952 -5.035
H -6.183 -1.186 -3.965
H -5.104 0.720 -2.885
H -4.345 2.263 -1.247
H -4.166 2.724 -2.960
H -3.174 3.508 -1.718
H -1.648 3.378 -3.477
H -1.203 1.938 -4.406
H -0.234 2.433 -3.003
N 5.683 3.691 3.492
C 4.951 3.342 2.372
C 5.589 2.998 1.178
C 4.852 2.731 0.039
C 3.469 2.799 0.079
C 2.823 3.133 1.258
C 3.554 3.404 2.395
S 2.499 2.490 -1.376
O 3.425 2.254 -2.458
O 1.557 3.570 -1.524
N 1.600 1.165 -1.081
C 2.163 -0.046 -1.051
S 3.882 -0.427 -1.067
C 3.496 -2.119 -0.953
C 2.159 -2.287 -0.934
N 1.414 -1.139 -0.993
H 6.646 3.406 3.522
H 5.207 3.682 4.376
H 6.671 2.956 1.147
H 5.340 2.481 -0.894
H 1.745 3.178 1.265
H 3.052 3.678 3.315
H 4.269 -2.866 -0.882
H 1.648 -3.239 -0.882
```

## Properties
Spin multiplicity   3
HOMO energy (spin up / spin down)   -6.8687 / -7.2013 eV
E_LUMO (spin up / spin down)   0.6 / -1.7 eV
Relative energy (zero: lowest compared OMol25 entry of this formula, charge and spin)   0.000 eV



# 3
Molecular formula: C37H45N10O6Pb
Method: DFT, ωB97M-V/def2-TZVPD

The geometry in XYZ format:
```
99
Properties=species:S:1:pos:R:3
Pb -0.104 -0.502 -0.312
O -0.528 -2.552 -1.535
C -1.527 -2.958 -2.238
C -1.712 -4.358 -2.447
C -2.738 -4.861 -3.204
C -3.662 -4.006 -3.830
C -3.506 -2.653 -3.656
C -2.479 -2.099 -2.869
C -2.458 -0.653 -2.784
N -1.766 0.079 -2.005
C -1.852 1.528 -2.124
C -1.929 2.202 -0.724
N -1.807 1.216 0.344
C -2.711 1.185 1.246
C -2.828 0.278 2.362
C -3.785 0.614 3.343
C -3.994 -0.152 4.460
C -3.230 -1.327 4.610
C -2.312 -1.701 3.667
C -2.068 -0.927 2.490
O -1.205 -1.341 1.638
H -0.991 -5.016 -1.974
H -2.835 -5.935 -3.327
H -4.466 -4.399 -4.438
H -4.201 -1.970 -4.138
H -3.144 -0.150 -3.477
H -2.718 1.819 -2.727
H -0.947 1.852 -2.639
H -2.867 2.758 -0.624
H -1.107 2.916 -0.633
H -3.502 1.947 1.197
H -4.362 1.524 3.198
H -4.728 0.134 5.202
H -3.373 -1.948 5.489
H -1.719 -2.602 3.785
O 4.855 3.395 -3.006
C 4.652 3.660 -1.739
O 5.311 4.472 -1.118
C 3.565 2.904 -1.049
C 3.388 2.934 0.316
N 2.340 2.144 0.592
N 1.821 1.583 -0.509
C 2.551 2.024 -1.518
C 2.200 1.510 -2.900
O 3.078 1.699 -3.790
O 1.096 0.959 -3.016
H 4.181 2.692 -3.363
H 3.940 3.467 1.074
H 1.989 1.854 1.494
C 2.349 -4.712 -0.281
N 1.884 -3.672 0.616
C 0.569 -3.929 1.184
C 2.518 -2.458 0.732
N 2.438 -1.627 1.724
C 1.967 -1.947 2.997
C 2.199 -3.176 3.624
C 1.818 -3.416 4.937
C 1.193 -2.416 5.666
C 0.986 -1.178 5.072
C 1.391 -0.916 3.765
N 1.199 0.379 3.240
C 1.836 1.354 3.772
N 3.027 1.284 4.511
C 2.951 1.666 5.911
C 3.954 0.193 4.238
N 1.402 2.652 3.546
C 0.002 2.904 3.268
C 2.196 3.827 3.833
N 3.347 -2.124 -0.324
C 4.303 -1.049 -0.110
C 2.811 -2.176 -1.690
H 2.259 -5.675 0.231
H 3.392 -4.551 -0.541
H 1.753 -4.760 -1.198
H 0.618 -4.751 1.907
H -0.121 -4.189 0.379
H 0.172 -3.048 1.678
H 2.702 -3.951 3.059
H 2.011 -4.383 5.385
H 0.859 -2.594 6.682
H 0.494 -0.382 5.620
H 2.180 2.422 6.056
H 3.907 2.082 6.243
H 2.709 0.803 6.543
H 3.878 -0.104 3.192
H 3.770 -0.687 4.862
H 4.970 0.550 4.432
H -0.490 1.969 3.025
H -0.093 3.588 2.420
H -0.494 3.358 4.134
H 3.248 3.563 3.903
H 1.890 4.312 4.768
H 2.068 4.553 3.026
H 4.782 -1.163 0.859
H 3.833 -0.062 -0.150
H 5.059 -1.103 -0.896
H 1.814 -2.615 -1.703
H 3.464 -2.753 -2.350
H 2.729 -1.164 -2.097
```

## Properties
HOMO energy   -5.2366 eV
E_LUMO   2.3 eV
Charge   -1
Relative energy (zero: lowest compared OMol25 entry of this formula, charge and spin)   0.000 eV



# 4
Molecular formula: C37H46N4Sc
Method: DFT, ωB97M-V/def2-TZVPD

The geometry in XYZ format:
```
88
Properties=species:S:1:pos:R:3
Sc -0.600 0.983 -0.288
N -0.608 2.743 3.184
N 0.371 2.505 -1.708
C -1.004 -1.580 -1.745
C -1.333 -0.509 -2.613
C -2.294 0.321 -1.948
C -2.886 1.591 -2.444
H -2.500 1.833 -3.441
H -2.652 2.439 -1.783
H -3.982 1.502 -2.502
C -2.658 -0.344 -0.737
C -3.740 0.030 0.218
H -4.591 -0.675 0.144
H -4.083 1.063 0.069
H -3.350 -0.019 1.246
C -1.900 -1.553 -0.646
C -2.214 -2.691 0.237
H -2.574 -2.375 1.218
H -1.341 -3.321 0.422
H -3.018 -3.310 -0.215
C -0.977 -0.428 -4.051
H -1.882 -0.590 -4.661
H -0.245 -1.191 -4.338
H -0.560 0.555 -4.299
C -0.054 -2.675 -2.047
H 0.489 -2.970 -1.139
H 0.715 -2.344 -2.760
H -0.586 -3.551 -2.457
C 0.325 2.892 4.104
H 0.007 2.827 5.162
C 1.685 3.128 3.788
H 2.437 3.101 4.581
C 1.976 3.444 2.460
H 3.005 3.682 2.182
C 0.956 3.466 1.518
H 1.088 3.782 0.481
C -0.359 2.977 1.855
C -1.369 2.562 0.918
H -2.232 3.244 0.853
C 1.154 1.428 -1.478
C 0.916 3.189 -2.829
H 0.648 4.169 -3.168
C 1.922 2.442 -3.353
H 2.520 2.601 -4.242
N 2.116 1.358 -2.471
C 2.946 0.218 -2.592
C 3.070 -0.482 -3.810
C 3.668 -1.749 -3.779
H 3.699 -2.331 -4.701
C 4.209 -2.285 -2.607
C 4.954 -3.581 -2.608
H 4.621 -4.230 -1.791
H 6.029 -3.414 -2.462
H 4.819 -4.111 -3.554
C 4.078 -1.554 -1.424
H 4.449 -1.954 -0.484
C 3.462 -0.303 -1.389
C 3.443 0.485 -0.115
H 4.282 1.204 -0.075
H 3.519 -0.211 0.732
H 2.509 1.067 0.026
C 2.566 0.052 -5.118
H 3.402 0.427 -5.729
H 1.844 0.868 -5.008
H 2.080 -0.751 -5.688
C -3.337 -1.017 4.862
N -3.358 -0.253 3.577
C -4.579 0.594 3.472
C -2.080 0.584 3.350
C -0.888 -0.256 2.996
C -0.347 -0.943 4.098
C 0.725 -1.805 3.930
C 1.354 -1.862 2.684
C 0.813 -1.160 1.582
C -0.270 -0.297 1.736
H -3.102 -0.316 5.674
H -2.596 -1.827 4.817
H -4.335 -1.444 5.002
H -3.353 -0.939 2.801
H -4.534 1.375 4.243
H -4.623 1.062 2.484
H -5.441 -0.064 3.616
H -2.339 1.362 2.610
H -1.916 1.128 4.300
H -0.793 -0.763 5.089
H 1.046 -2.417 4.789
H 2.266 -2.459 2.573
H 1.305 -1.381 0.619
```

## Properties
HOMO energy (spin up / spin down)   -1.3803 / -1.3808 eV
E_LUMO (spin up / spin down)   2.2 / 2.2 eV
Charge   -1
Relative energy (zero: lowest compared OMol25 entry of this formula, charge and spin)   0.000 eV